ORCA calculation (ωB97M-V with the def2-TZVPD basis set) on C49H122NO22Zn as an isolated structure at a distorted geometry.

* M: 1142.89 g mol⁻¹
* LUMO: 1.56 eV
* HOMO: -4.565 eV

Geometry as ORCA input:
```
! wB97M-V def2-TZVPD RIJCOSX def2/J DEFGRID3
* xyz -1 1
Zn 0.197 2.117 -3.221
C 1.311 -1.003 -0.906
C 0.178 -0.475 -0.020
C 0.763 -0.753 1.392
C -0.011 -0.132 2.513
C -0.056 1.366 2.199
C -0.679 1.735 0.854
N -0.070 0.937 -0.213
O -0.446 1.258 -1.500
C -0.392 3.195 0.620
C -2.194 1.560 0.929
C -1.067 -1.376 -0.215
H 1.537 -2.067 -0.793
H 2.237 -0.432 -0.820
H 1.036 -0.925 -1.966
H 1.808 -0.433 1.448
H 0.845 -1.830 1.573
H 0.420 -0.265 3.509
H -1.055 -0.458 2.596
H 0.997 1.681 2.161
H -0.474 1.868 3.079
H -0.980 3.529 -0.239
H 0.651 3.434 0.414
H -0.722 3.821 1.455
H -2.682 1.499 -0.048
H -2.687 2.435 1.372
H -2.574 0.703 1.485
H -0.836 -2.439 -0.273
H -1.592 -1.054 -1.120
H -1.807 -1.198 0.573
C 1.857 2.483 -7.132
C 1.422 2.185 -5.860
C 1.817 0.867 -5.239
O 1.271 0.502 -4.119
C 2.701 0.014 -5.845
C 3.228 0.308 -7.141
C 2.680 1.588 -7.890
O 3.054 1.734 -9.040
O 4.092 -0.353 -7.702
O 0.699 3.016 -5.198
H 1.562 3.428 -7.570
H 2.888 -0.937 -5.365
C -0.039 -3.503 -7.174
C 0.799 -2.632 -6.283
O 0.262 -2.617 -4.942
H -0.184 -4.516 -6.792
H 0.439 -3.616 -8.151
H -1.027 -3.100 -7.404
H 0.707 -1.572 -6.535
H 1.855 -2.908 -6.265
H 0.784 -1.972 -4.442
C -2.531 0.920 5.889
C -1.117 0.369 6.066
O -0.977 -0.146 7.377
H -3.303 0.156 6.007
H -2.675 1.315 4.878
H -2.717 1.740 6.582
H -0.363 1.131 5.868
H -0.919 -0.408 5.316
H -1.663 -0.812 7.479
C -3.750 -3.926 -2.636
C -2.350 -3.582 -3.106
O -2.245 -3.785 -4.489
H -4.073 -4.864 -3.092
H -4.511 -3.208 -2.941
H -3.747 -4.035 -1.551
H -1.612 -4.176 -2.544
H -2.059 -2.561 -2.820
H -1.388 -3.455 -4.808
C 3.397 -3.263 2.308
C 4.058 -4.214 1.319
O 3.956 -5.553 1.754
H 2.363 -3.610 2.400
H 3.378 -2.244 1.913
H 3.856 -3.253 3.296
H 5.133 -4.026 1.217
H 3.609 -4.063 0.331
H 3.203 -6.006 1.315
C 2.565 1.030 5.267
C 3.578 0.937 4.124
O 4.836 0.510 4.620
H 2.921 1.751 6.003
H 2.355 0.089 5.774
H 1.645 1.407 4.809
H 3.749 1.930 3.710
H 3.212 0.284 3.324
H 4.796 -0.366 5.012
C -4.150 0.443 -0.630
C -4.714 -0.810 -1.227
O -5.957 -1.174 -0.621
H -3.928 0.340 0.436
H -4.805 1.305 -0.768
H -3.204 0.686 -1.127
H -4.023 -1.655 -1.130
H -4.843 -0.633 -2.300
H -5.970 -0.737 0.237
C 2.323 4.500 3.291
C 3.124 4.478 2.014
O 3.888 5.697 2.012
H 2.928 4.606 4.189
H 1.711 3.601 3.409
H 1.588 5.306 3.250
H 2.504 4.480 1.111
H 3.824 3.647 1.875
H 4.478 5.701 1.253
C 3.354 -3.338 -3.466
C 4.282 -2.341 -2.789
O 5.638 -2.429 -3.241
H 3.338 -3.208 -4.547
H 2.396 -3.242 -2.953
H 3.757 -4.342 -3.305
H 4.234 -2.503 -1.711
H 3.949 -1.314 -2.975
H 5.599 -2.142 -4.162
C -1.338 -3.726 2.557
C -2.440 -4.390 1.759
O -3.339 -5.054 2.647
H -0.856 -4.426 3.235
H -1.797 -2.904 3.114
H -0.649 -3.274 1.846
H -1.959 -5.175 1.157
H -2.951 -3.706 1.079
H -4.025 -5.499 2.144
C -4.210 -1.002 2.876
C -5.071 -1.601 3.985
O -6.426 -1.761 3.483
H -3.889 -1.714 2.117
H -3.306 -0.742 3.441
H -4.609 -0.100 2.420
H -5.148 -0.929 4.844
H -4.670 -2.576 4.275
H -6.881 -2.137 4.248
C 0.924 -5.281 -0.373
C 0.685 -6.650 0.236
O 1.910 -7.144 0.779
H 1.224 -4.543 0.372
H -0.040 -4.892 -0.718
H 1.599 -5.342 -1.223
H 0.385 -7.363 -0.542
H -0.178 -6.606 0.909
H 1.758 -7.919 1.328
C -1.971 -0.183 -5.891
C -1.985 0.143 -4.403
O -1.552 1.496 -4.187
H -0.974 -0.061 -6.313
H -2.716 0.452 -6.372
H -2.191 -1.249 -5.995
H -1.272 -0.488 -3.875
H -2.969 -0.055 -3.969
H -2.144 2.074 -4.679
C 0.299 6.428 0.232
C 0.292 7.378 -0.956
O 0.491 6.537 -2.102
H 1.261 5.923 0.192
H -0.561 5.770 0.161
H 0.231 6.929 1.199
H 1.125 8.086 -0.920
H -0.637 7.938 -1.093
H 0.290 7.017 -2.911
C 4.017 1.994 -1.919
C 2.781 2.827 -1.567
O 1.994 3.094 -2.721
H 4.534 1.679 -1.014
H 4.662 2.524 -2.620
H 3.627 1.106 -2.423
H 3.052 3.741 -1.023
H 2.186 2.268 -0.839
H 2.531 3.650 -3.299
C 0.763 -2.736 6.022
C 1.402 -4.058 5.626
O 2.789 -3.993 5.958
H -0.328 -2.770 6.087
H 0.973 -2.001 5.246
H 1.079 -2.491 7.035
H 1.272 -4.201 4.549
H 0.924 -4.897 6.142
H 3.216 -4.684 5.438
C -2.698 4.406 4.341
C -1.415 5.180 4.129
O -1.301 6.200 5.130
H -3.537 5.083 4.198
H -2.748 4.019 5.359
H -2.660 3.572 3.638
H -1.408 5.690 3.156
H -0.493 4.590 4.107
H -0.877 6.976 4.760
C -2.543 5.548 -3.337
C -2.085 4.268 -2.634
O -0.692 4.042 -2.742
H -2.244 5.439 -4.385
H -2.074 6.469 -2.995
H -3.631 5.590 -3.284
H -2.620 3.459 -3.123
H -2.394 4.283 -1.582
H -0.228 4.822 -2.373
*
```

Atom charges from the Mulliken analysis, given in e for atoms 1 to 2: 3.396, -1.817